{"formula": "C47H66N3OP2SSiSn", "method": "ωB97M-V/def2-TZVPD", "e_lumo_ev": -2.51, "orbital_gap_ev": 6.7331, "largest_force_ev_per_a": 2.322, "multiplicity": 1, "charge": 1, "species": ["Sn", "C", "C", "N", "C", "C", "S", "C", "C", "N", "H", "H", "H", "H", "H", "H", "H", "H", "H", "H", "H", "H", "H", "H", "C", "N", "C", "P", "C", "C", "C", "C", "C", "C", "C", "C", "C", "C", "C", "C", "C", "C", "C", "C", "C", "C", "P", "C", "C", "C", "C", "C", "C", "C", "C", "C", "C", "C", "C", "H", "H", "H", "H", "H", "H", "H", "H", "H", "H", "H", "H", "H", "H", "H", "H", "H", "H", "H", "H", "H", "H", "H", "H", "H", "H", "H", "H", "H", "O", "H", "H", "C", "Si", "C", "C", "C", "C", "C", "C", "C", "C", "H", "H", "H", "H", "H", "H", "H", "H", "H", "H", "H", "H", "H", "H", "H", "H", "H", "H", "H", "H", "H"], "xyz": [[-16.24, -11.50, -2.45], [-15.38, -8.52, -4.38], [-14.79, -8.65, -2.94], [-14.33, -10.02, -2.62], [-13.26, -10.37, -3.63], [-13.14, -11.82, -4.00], [-14.70, -12.69, -4.47], [-15.30, -11.91, -6.00], [-15.44, -10.38, -6.11], [-15.98, -9.78, -4.88], [-16.10, -7.71, -4.34], [-14.65, -8.08, -5.09], [-13.96, -7.99, -2.75], [-15.53, -8.39, -2.25], [-13.93, -9.90, -1.69], [-13.45, -9.80, -4.51], [-12.31, -10.07, -3.21], [-12.33, -11.98, -4.75], [-12.78, -12.42, -3.15], [-14.67, -12.31, -6.85], [-16.24, -12.44, -6.12], [-14.44, -9.89, -6.26], [-16.03, -10.21, -7.04], [-16.98, -9.71, -4.90], [-21.14, -9.26, -4.37], [-20.63, -8.02, -3.76], [-20.29, -8.10, -2.32], [-18.44, -8.07, -1.95], [-18.42, -8.48, -0.16], [-17.16, -8.43, 0.46], [-17.03, -8.68, 1.82], [-18.18, -8.92, 2.59], [-19.41, -9.01, 1.97], [-19.54, -8.82, 0.59], [-18.10, -6.28, -1.94], [-18.36, -5.40, -0.92], [-18.33, -4.04, -1.09], [-17.95, -3.52, -2.32], [-17.64, -4.41, -3.37], [-17.76, -5.75, -3.17], [-20.89, -6.78, -4.41], [-21.10, -6.71, -5.80], [-21.24, -5.49, -6.40], [-21.21, -4.33, -5.67], [-21.06, -4.37, -4.29], [-20.98, -5.60, -3.65], [-19.82, -10.55, -4.56], [-19.28, -10.27, -6.31], [-19.22, -11.26, -7.27], [-18.63, -10.98, -8.54], [-18.09, -9.76, -8.83], [-18.23, -8.73, -7.86], [-18.71, -9.01, -6.63], [-20.92, -11.96, -4.75], [-20.71, -13.12, -4.00], [-21.59, -14.19, -4.06], [-22.62, -14.17, -5.00], [-22.81, -13.06, -5.76], [-21.98, -11.97, -5.64], [-21.58, -9.07, -5.33], [-21.92, -9.69, -3.72], [-20.52, -9.12, -2.06], [-20.82, -7.37, -1.73], [-16.28, -8.14, -0.10], [-16.08, -8.56, 2.28], [-18.16, -9.02, 3.67], [-20.30, -9.15, 2.59], [-20.51, -8.86, 0.16], [-18.70, -5.81, 0.00], [-18.56, -3.32, -0.33], [-17.94, -2.45, -2.53], [-17.38, -4.05, -4.34], [-17.58, -6.37, -4.07], [-21.04, -7.55, -6.51], [-21.43, -5.44, -7.46], [-21.36, -3.40, -6.17], [-21.17, -3.49, -3.69], [-20.88, -5.54, -2.57], [-19.55, -12.27, -7.07], [-18.61, -11.84, -9.25], [-17.57, -9.58, -9.81], [-17.84, -7.73, -8.08], [-18.84, -8.22, -5.91], [-19.88, -13.13, -3.26], [-21.43, -15.12, -3.53], [-23.33, -14.98, -5.07], [-23.65, -13.03, -6.45], [-22.20, -11.18, -6.33], [-21.33, -11.33, -1.30], [-21.38, -12.14, -1.80], [-21.61, -11.50, -0.39], [-17.17, -13.33, 0.41], [-15.46, -13.29, -0.43], [-15.09, -15.08, -1.06], [-15.10, -16.06, 0.11], [-16.27, -15.32, -2.03], [-13.76, -15.28, -1.88], [-14.18, -12.56, 0.79], [-14.69, -11.19, 1.33], [-13.92, -13.45, 1.99], [-12.87, -12.31, 0.10], [-17.34, -14.07, 1.24], [-17.95, -13.38, -0.31], [-17.21, -12.32, 0.87], [-15.97, -15.95, 0.75], [-14.20, -16.02, 0.72], [-15.04, -17.09, -0.21], [-17.11, -15.65, -1.43], [-16.02, -16.04, -2.78], [-16.60, -14.38, -2.57], [-12.91, -15.15, -1.26], [-13.78, -14.66, -2.79], [-13.79, -16.34, -2.16], [-15.53, -11.27, 2.02], [-14.97, -10.57, 0.45], [-13.80, -10.68, 1.81], [-14.82, -13.69, 2.51], [-13.32, -12.87, 2.76], [-13.34, -14.29, 1.77], [-12.82, -11.42, -0.55], [-12.47, -13.20, -0.44], [-12.13, -12.18, 0.86]], "mulliken_charge": [-0.2603, -0.6381, 0.8409, 0.2542, -0.9395, -0.5950, -0.0907, -0.7152, -0.6932, 1.4235, -0.3203, 0.3620, 0.6150, -0.9139, 0.0348, 0.3985, 0.5765, 0.5789, 0.2067, 0.5096, 0.3069, 0.5209, 0.0782, -0.8166, -1.8231, 0.5876, -1.7787, 2.0465, 0.2033, -0.1797, -0.8273, -0.7406, -0.7375, -0.7081, 1.0841, -0.6937, -1.0420, -0.4846, -1.0444, -0.1519, 1.7845, -0.4552, -0.9377, -0.7838, -0.6220, -0.8395, 1.9752, 0.4529, -0.8152, -0.6115, -0.8312, -0.6289, -0.4457, 0.2288, -0.9310, -0.4735, -0.6206, -0.6454, -0.2934, 0.6407, 0.5229, 0.0530, 0.7468, 0.2767, 0.5141, 0.4342, 0.3846, 0.5027, 0.5815, 0.4570, 0.3945, 0.5210, -0.2364, 0.1675, 0.4251, 0.4479, 0.5125, 0.2391, 0.4910, 0.3731, 0.3359, 0.4409, 0.2134, 0.7398, 0.4052, 0.3846, 0.3936, 0.3436, -0.5183, 0.2808, 0.2396, -1.1226, 0.3416, 2.0715, -1.9610, -1.4585, -1.6669, 2.8187, -2.0967, -2.2184, -1.5395, 0.3449, 0.3304, 0.2251, 0.3291, 0.3572, 0.4993, 0.3866, 0.4608, -0.0365, 0.3873, 0.1429, 0.5873, 0.5134, 0.0268, 0.4414, 0.4111, 0.4433, 0.5379, 0.0300, 0.1521, 0.6122]}

***

{"formula": "C2H18O6", "method": "ωB97M-V/def2-TZVPD", "e_lumo_ev": 0.41, "orbital_gap_ev": 11.4768, "de_lowest_ev": 0.088, "largest_force_ev_per_a": 1.410, "smiles": "CC.O.O.O.O.O.O", "multiplicity": 1, "charge": 0, "species": ["C", "C", "H", "H", "H", "H", "H", "H", "O", "H", "H", "O", "H", "H", "O", "H", "H", "O", "H", "H", "O", "H", "H", "O", "H", "H"], "xyz": [[-1.76, -1.37, -0.07], [-0.69, -2.44, -0.44], [-1.25, -0.55, 0.43], [-2.40, -1.86, 0.67], [-2.31, -1.06, -0.95], [0.12, -2.36, 0.28], [-1.08, -3.43, -0.20], [-0.30, -2.47, -1.45], [1.54, -0.33, -1.33], [1.72, -0.12, -2.24], [0.65, 0.11, -1.24], [-0.49, 0.77, 2.50], [-0.87, 0.79, 3.39], [0.45, 0.54, 2.48], [-0.57, 2.49, 0.20], [0.39, 2.26, 0.28], [-0.85, 2.27, 1.11], [2.14, 2.19, -0.19], [2.13, 2.86, -0.89], [2.03, 1.33, -0.63], [-0.64, 0.84, -1.98], [-0.83, 1.62, -1.43], [-1.12, 0.97, -2.78], [1.59, -0.79, 1.72], [0.85, -1.34, 2.00], [1.55, -0.91, 0.76]], "mulliken_charge": [-0.3290, -0.8223, -0.0505, 0.3680, 0.1983, 0.0979, 0.3658, 0.2326, -0.7272, 0.3002, 0.4034, -0.6265, 0.2536, 0.4051, -0.7166, 0.3634, 0.3248, -0.7413, 0.3160, 0.4350, -0.5921, 0.3596, 0.2369, -0.7203, 0.3372, 0.3278]}